Entry 1:
The following is a DFT calculation (ωB97M-V/def2-TZVPD) of C30H32Ge2IrN5O6S3 as an isolated structure.

Summary:
spin multiplicity	5
LUMO energy (spin up / spin down)	0.034 / -1.701	eV
relative energy (zero: lowest compared OMol25 entry of this formula, charge and spin)	36.4	kJ/mol
E_HOMO (spin up / spin down)	-7.154 / -7.827	eV

Last column: Löwdin charge in e.
Geometry (Å):
C1 -4.09 -0.95 -0.48  -0.081
H1 -3.61 0.44 1.09  0.126
O1 -2.07 5.40 4.31  0.116
H2 -3.49 4.22 -3.40  0.106
C2 1.41 1.48 -2.08  -0.312
S1 2.84 0.26 1.58  0.600
H3 0.52 1.27 4.90  0.076
C3 -3.64 -2.05 -1.20  -0.100
C4 1.85 2.76 -1.75  -0.099
H4 -4.40 0.09 -4.13  0.105
H5 3.40 4.23 -2.01  0.105
H6 -0.13 -5.95 -2.24  0.028
S2 1.01 -1.85 3.76  0.579
O2 -1.36 -0.32 1.80  -0.292
C5 3.09 -1.33 0.91  -0.825
N1 0.11 1.92 4.23  0.068
Ge1 -0.28 0.86 -1.43  1.153
H7 1.27 3.40 -1.09  0.101
C6 -1.01 2.50 0.91  -0.472
H8 -1.02 -2.34 -3.10  -0.002
C7 -1.78 1.46 -2.45  -0.302
C8 -2.01 -0.91 0.76  -0.347
H9 -2.05 -3.40 -1.52  0.060
H10 -2.36 -0.57 -2.91  0.068
H11 -0.69 3.40 5.52  0.154
C9 -0.70 2.57 2.37  -0.107
H12 4.78 2.78 -3.47  0.103
C10 -3.76 0.85 -3.71  -0.077
H13 -4.27 -2.52 -1.95  0.112
H14 0.17 -3.37 -3.92  0.035
C11 -2.60 0.48 -3.01  -0.121
H15 4.33 0.41 5.87  0.091
C12 3.40 1.13 -3.40  -0.079
H16 5.09 -1.22 1.14  0.090
H17 0.05 -5.92 -0.47  0.030
C13 2.36 -4.06 -1.70  -0.237
C14 -3.28 -0.40 0.49  -0.013
C15 0.01 -2.69 -3.08  -0.191
C16 -1.14 3.48 3.35  -0.032
H18 0.67 -1.82 -3.21  -0.009
O3 -0.16 1.76 0.22  -0.233
N2 2.14 -2.17 0.54  -0.030
H19 -1.45 -5.34 -1.22  0.015
C17 1.44 -0.94 5.16  -1.338
H20 -5.00 2.49 -4.33  0.104
H21 2.72 -4.69 -0.88  0.022
N3 4.35 -1.74 0.70  0.107
C18 -1.50 -1.97 -0.02  -0.181
N4 0.07 1.63 2.94  -0.067
O4 2.72 -0.52 5.09  -0.276
C19 -4.08 2.20 -3.83  -0.079
H22 -0.24 -3.44 0.94  0.121
H23 2.45 -4.61 -2.64  0.028
H24 2.97 -3.15 -1.75  0.006
O5 -2.66 4.99 2.22  0.143
S3 0.47 -0.62 6.46  0.629
C20 -0.37 -5.38 -1.33  -0.209
H25 4.00 0.49 -4.03  0.104
H26 -5.08 -0.54 -0.67  0.112
H27 1.86 -0.34 -3.14  0.068
Ge2 0.49 -3.64 -1.45  0.841
H28 -2.50 4.31 1.53  0.064
H29 -1.47 3.58 -2.16  0.102
C21 -0.60 3.02 4.52  0.027
N5 0.91 -1.72 0.74  -0.290
C22 -2.00 4.71 3.33  -0.490
H30 3.40 -0.56 7.05  0.085
Ir1 0.59 -0.13 1.90  1.047
C23 -3.25 3.17 -3.29  -0.074
C24 3.06 3.23 -2.26  -0.075
C25 -2.37 -2.54 -0.96  -0.100
C26 -2.10 2.81 -2.59  -0.101
C27 2.19 0.66 -2.89  -0.108
H31 2.78 1.00 6.53  0.065
C28 3.34 0.13 6.21  -0.100
O6 -1.97 3.08 0.45  0.106
H32 4.51 -2.72 0.51  0.108
C29 3.83 2.41 -3.08  -0.082
C30 -0.13 -2.63 0.21  -0.282

Entry 2:
The following is a DFT calculation (ωB97M-V/def2-TZVPD) of C25H44O2P2Sm as an isolated structure.

Summary:
spin multiplicity	6
total charge	+1
LUMO energy (spin up / spin down)	-2.393 / -2.378	eV
relative energy (zero: lowest compared OMol25 entry of this formula, charge and spin)	48.0	kJ/mol
E_HOMO (spin up / spin down)	-9.462 / -9.418	eV

Last column: Löwdin charge in e.
Geometry (Å):
H1 2.65 -3.83 -1.40  0.111
H2 3.52 -3.14 2.65  0.118
H3 5.01 3.02 1.06  0.061
C1 -1.93 -0.44 2.67  -0.043
H4 1.24 3.22 2.24  0.048
C2 -3.37 -1.22 -0.70  -0.297
C3 -2.06 0.12 -5.11  0.019
C4 -1.82 -2.85 0.54  -0.051
C5 2.81 -3.50 0.69  -0.090
C6 -2.49 -1.53 0.37  -0.288
C7 4.68 0.91 -0.84  -0.162
H5 0.74 -0.33 -1.02  0.026
C8 1.15 -1.02 -0.23  -0.239
H6 -5.47 1.52 -0.74  0.081
H7 4.62 1.89 2.39  0.073
O1 -2.26 1.42 -3.07  -0.166
C9 2.32 -1.69 -0.98  -0.175
H8 4.30 0.93 -1.87  0.075
H9 -1.24 0.40 2.81  0.049
H10 -0.02 3.86 -0.14  0.035
C10 1.97 2.16 -0.32  -0.389
H11 3.48 3.21 1.97  0.055
H12 -3.66 1.68 2.60  0.084
H13 -1.09 2.96 -1.19  0.013
C11 -3.94 0.07 -0.45  -0.328
C12 0.71 2.26 2.29  -0.219
C13 3.78 -1.29 1.59  -0.169
H14 -2.71 -0.35 3.45  0.096
C14 -3.89 1.75 1.52  -0.035
H15 -1.33 -0.58 -5.51  0.092
H16 -0.29 2.42 2.73  0.054
C15 -4.93 0.76 -1.31  -0.031
H17 2.07 3.25 -0.21  0.079
C16 1.46 -0.29 1.08  -0.408
H18 3.21 -1.05 -0.88  0.065
C17 4.20 2.49 1.56  -0.155
H19 2.90 0.44 2.45  0.104
H20 -1.28 -3.14 -0.37  0.085
H21 -4.78 -2.00 -2.10  0.087
H22 0.85 -0.65 1.92  0.091
H23 1.26 1.59 2.97  0.055
C18 -3.42 0.54 0.80  -0.327
P1 0.48 1.57 0.62  0.693
C19 2.60 -3.10 -0.57  -0.087
C20 -0.72 3.03 -0.13  -0.313
C21 -1.74 0.40 -3.67  -0.656
H24 1.89 1.93 -1.40  0.086
H25 4.44 -1.41 0.73  0.091
H26 4.45 -1.13 2.45  0.116
Sm1 -1.42 0.73 -0.98  1.608
H27 -4.98 1.87 1.41  0.089
H28 2.05 -1.67 -2.04  0.122
H29 -1.37 -1.36 2.87  0.074
H30 -1.56 3.27 0.55  0.023
O2 -0.97 -0.40 -3.01  -0.164
H31 -2.55 -3.66 0.75  0.100
H32 -5.66 0.04 -1.71  0.088
H33 2.91 -4.56 0.93  0.109
H34 -3.07 -0.32 -5.15  0.102
H35 -4.45 1.26 -2.17  0.071
H36 -3.12 -1.90 -2.72  0.074
H37 -3.43 2.68 1.14  0.060
H38 0.37 -1.77 -0.04  0.094
C22 2.89 -0.03 1.45  -0.409
H39 -1.11 -2.84 1.38  0.069
C23 -2.53 -0.46 1.31  -0.293
H40 5.49 1.66 -0.76  0.064
H41 -3.55 -3.16 -1.56  0.087
H42 -2.05 1.05 -5.69  0.096
H43 5.12 -0.07 -0.63  0.060
C24 2.97 -2.58 1.87  -0.169
H44 2.00 -2.32 2.31  0.112
C25 -3.73 -2.11 -1.83  -0.020
P2 3.40 1.37 0.36  0.944

Entry 3:
The following is a DFT calculation (ωB97M-V/def2-TZVPD) of a 2-piece molecular cluster, CHF2IS overall.

Summary:
spin multiplicity	1
LUMO energy (spin up / spin down)	-0.218 / -2.368	eV
relative energy (zero: lowest compared OMol25 entry of this formula, charge and spin)	321.8	kJ/mol
E_HOMO (spin up / spin down)	-9.989 / -8.244	eV

Last column: Löwdin charge in e.
Geometry (Å):
F1 -2.33 -1.44 -1.30  -0.112
H1 -0.29 -1.23 -1.65  -0.313
S1 0.32 -0.14 -1.27  0.430
F2 -2.21 -1.79 0.84  0.024
C1 -2.58 -0.90 -0.06  -0.960
I1 -4.09 0.45 0.08  0.930

relative energy (zero: lowest compared OMol25 entry of this formula, charge and spin) of number 3 (CHF2IS)? 321.8 kJ/mol

What is the formula in the first record? C30H32Ge2IrN5O6S3